1.
The following is a quantum chemistry calculation of one molecule with the formula C20H29N3O4S at a distorted geometry, from the Open Molecules 2025 dataset.

XYZ file:
```
57
Properties=species:S:1:pos:R:3
C -0.146 -1.574 -2.574
C -0.466 -1.882 -1.120
O 0.634 -1.485 -0.321
C 0.592 -1.987 0.996
C 1.800 -1.495 1.793
C 3.134 -1.858 1.134
N 3.321 -1.091 -0.075
C 4.327 -0.218 -0.252
O 5.281 -0.117 0.494
C 4.153 0.671 -1.483
H 5.073 0.663 -2.068
H 3.328 0.314 -2.098
C 3.884 2.105 -0.997
N 2.841 2.138 -0.006
C 1.502 1.994 -0.225
C 0.782 1.896 -1.412
C -0.588 1.772 -1.323
C -1.221 1.751 -0.081
C -0.533 1.858 1.103
C 0.853 1.982 1.042
C 1.878 2.111 2.019
C 3.056 2.195 1.342
H 4.055 2.285 1.725
H 1.745 2.144 3.082
H -1.066 1.869 2.040
S -2.996 1.595 -0.054
O -3.529 2.104 -1.286
O -3.494 2.140 1.180
N -3.175 -0.101 -0.077
C -3.369 -0.664 1.246
H -2.991 -1.692 1.244
H -2.822 -0.073 1.977
C -4.883 -0.632 1.462
H -5.163 0.372 1.781
H -5.213 -1.351 2.209
C -5.440 -0.926 0.063
H -6.317 -0.319 -0.152
H -5.717 -1.976 -0.032
C -4.276 -0.591 -0.893
H -3.935 -1.484 -1.428
H -4.527 0.180 -1.620
H -1.209 1.710 -2.202
H 1.274 1.927 -2.372
H 4.793 2.498 -0.536
H 3.608 2.745 -1.841
H 2.498 -1.057 -0.662
H 3.158 -2.928 0.897
H 3.968 -1.624 1.800
H 1.742 -0.411 1.896
H 1.754 -1.942 2.786
H 0.587 -3.090 0.965
H -0.334 -1.657 1.491
H -0.639 -2.962 -0.992
H -1.366 -1.339 -0.802
H -0.986 -1.855 -3.202
H 0.043 -0.511 -2.689
H 0.736 -2.127 -2.892
```

- E_HOMO (eV) = -8.3
- maximum force (eV Å⁻¹) = 1.2
- energy relative to the best compared isomer or geometry (same formula, charge and spin) (eV) = 1.927
- frontier orbital gap (eV) = 9.0208
- E (Ha) = -1642.94131
- SMILES = CCOCCCNC(=O)CCn1ccc2cc(S(=O)(=O)N3CCCC3)ccc21



2.
The following is a quantum chemistry calculation of one molecule with the formula C20H29N3O6S at a distorted geometry, from the Open Molecules 2025 dataset.

XYZ file:
```
59
Properties=species:S:1:pos:R:3
C -0.162 -3.853 -1.791
C 0.882 -3.508 -0.747
H 1.638 -4.297 -0.658
H 0.434 -3.360 0.241
O 1.534 -2.298 -1.146
C 2.413 -1.805 -0.257
O 2.617 -2.285 0.834
N 3.059 -0.706 -0.719
C 2.903 -0.145 -2.038
H 2.180 -0.741 -2.592
C 2.441 1.323 -1.936
N 2.838 1.912 -0.679
S 1.620 2.315 0.383
O 0.703 3.135 -0.356
O 2.258 2.861 1.544
C 0.717 0.842 0.852
C 1.063 0.108 1.974
C 0.292 -0.975 2.327
C -0.850 -1.333 1.593
C -1.220 -0.552 0.491
C -0.407 0.518 0.128
H -0.677 1.132 -0.717
C -2.421 -0.737 -0.398
O -2.427 -1.532 -1.324
N -3.452 0.089 -0.143
C -3.518 1.057 0.929
H -2.680 0.915 1.613
C -3.518 2.479 0.366
C -4.668 2.642 -0.626
C -4.577 1.572 -1.712
C -4.555 0.182 -1.077
H -4.417 -0.594 -1.832
H -5.493 -0.002 -0.540
H -5.425 1.646 -2.393
H -3.662 1.714 -2.289
H -4.634 3.635 -1.075
H -5.620 2.543 -0.099
H -3.620 3.190 1.187
H -2.565 2.674 -0.128
H -4.451 0.885 1.481
O -1.509 -2.404 2.086
C -2.646 -2.922 1.430
H -2.933 -3.800 2.007
H -3.472 -2.204 1.433
H -2.424 -3.216 0.403
H 0.545 -1.583 3.180
H 1.917 0.402 2.560
C 4.084 1.437 -0.141
H 4.874 1.694 -0.854
C 4.064 -0.081 0.119
H 3.809 -0.312 1.154
H 5.051 -0.512 -0.093
H 4.253 1.987 0.784
H 2.873 1.906 -2.758
H 1.357 1.407 -1.996
H 3.872 -0.193 -2.552
H -0.908 -3.065 -1.853
H 0.307 -3.969 -2.764
H -0.648 -4.787 -1.520
```

- E_HOMO (eV) = -8.7
- maximum force (eV Å⁻¹) = 1.1
- energy relative to the best compared isomer or geometry (same formula, charge and spin) (eV) = 2.031
- frontier orbital gap (eV) = 9.4520
- E (Ha) = -1793.43232
- SMILES = CCOC(=O)N1CCN(S(=O)(=O)c2ccc(OC)c(C(=O)N3CCCCC3)c2)CC1



- frontier orbital gap of number 2 (C20H29N3O6S)?
  9.4520 eV